Entry from the Open Molecules 2025 dataset: 8 unconnected molecules or ions with the total composition C28H78N6O10 in a non-equilibrium geometry (wB97M-V/def2-TZVPD).

Properties
E = -59708.67523 eV
highest occupied orbital energy = -8.4 eV
relative energy (zero: lowest compared OMol25 entry of this formula, charge and spin) = 188.2 kcal/mol
SMILES = COC[C@H](C)N.COC[C@H](C)N.COC[C@H](C)N.COC[C@H](C)N.COC[C@H](C)N.COC[C@H](C)N.OCCO.OCCO

Structure (XYZ):
```
122
Properties=species:S:1:pos:R:3:lowdin_charge:R:1
C -22.780 8.563 8.481 -0.07
O -23.398 8.300 9.745 -0.23
C -22.937 9.200 10.717 -0.17
C -23.601 9.059 12.105 -0.42
C -25.119 9.133 12.222 -0.06
N -23.096 10.044 13.037 0.04
H -23.356 8.097 7.682 0.09
H -21.755 8.193 8.509 0.10
H -22.804 9.593 8.127 0.09
H -21.873 8.964 10.689 0.11
H -23.127 10.197 10.321 0.13
H -23.353 8.043 12.412 0.10
H -25.504 10.052 11.781 0.09
H -25.572 8.876 13.179 0.09
H -25.538 8.365 11.571 0.07
H -23.914 10.633 13.107 0.07
H -23.123 9.602 13.945 0.10
C -16.783 9.117 15.483 -0.06
O -15.565 9.518 14.824 -0.21
C -15.534 9.502 13.375 -0.16
C -14.063 9.801 12.887 -0.43
C -13.141 8.725 13.353 -0.08
N -13.597 11.061 13.455 0.03
H -16.818 8.030 15.402 0.07
H -17.566 9.788 15.131 0.09
H -16.725 9.368 16.542 0.08
H -15.983 8.618 12.923 0.10
H -16.117 10.318 12.947 0.09
H -13.998 9.836 11.800 0.12
H -12.206 8.724 12.793 0.08
H -13.661 7.800 13.105 0.06
H -13.040 8.801 14.435 0.09
H -13.970 11.174 14.387 0.06
H -12.590 11.083 13.527 0.06
C -12.503 1.975 11.823 -0.10
O -13.563 2.905 11.761 -0.20
C -14.742 2.565 12.466 -0.19
C -15.738 3.788 12.341 -0.36
C -15.051 5.141 12.813 -0.03
N -16.840 3.608 13.262 0.02
H -12.413 1.544 12.820 0.09
H -11.557 2.464 11.590 0.09
H -12.675 1.212 11.063 0.09
H -15.147 1.650 12.034 0.12
H -14.609 2.304 13.515 0.12
H -16.061 3.860 11.302 0.14
H -15.698 5.952 12.478 0.05
H -14.116 5.191 12.254 0.07
H -14.803 5.255 13.869 0.08
H -16.577 3.391 14.213 0.06
H -17.196 2.710 12.969 0.10
C -17.419 9.931 6.973 -0.12
O -17.290 8.868 7.926 -0.17
C -16.152 9.188 8.796 -0.12
C -15.846 7.870 9.712 -0.38
C -15.577 6.523 9.023 -0.04
N -16.964 7.668 10.578 0.02
H -18.441 10.087 6.626 0.08
H -16.774 9.767 6.110 0.09
H -17.269 10.962 7.292 0.08
H -15.267 9.387 8.192 0.11
H -16.238 9.985 9.535 0.10
H -15.088 8.111 10.457 0.12
H -14.715 6.649 8.369 0.08
H -16.440 6.073 8.533 0.09
H -15.415 5.801 9.824 0.06
H -16.951 6.781 11.060 0.04
H -17.751 7.621 9.946 0.09
C -16.673 12.615 10.827 -0.12
O -18.075 12.603 11.026 -0.17
C -18.418 11.889 12.195 -0.21
C -19.898 12.030 12.613 -0.42
C -20.193 13.459 13.223 -0.04
N -20.291 10.945 13.466 0.04
H -16.271 13.453 11.397 0.09
H -16.292 12.787 9.820 0.08
H -16.073 11.779 11.187 0.06
H -18.153 10.849 12.001 0.10
H -17.666 12.177 12.930 0.12
H -20.448 11.869 11.686 0.13
H -21.275 13.450 13.353 0.06
H -19.961 14.330 12.611 0.07
H -19.805 13.428 14.242 0.07
H -19.851 10.130 13.063 0.02
H -21.277 10.815 13.287 0.01
C -17.130 4.967 16.206 -0.09
O -16.525 3.809 16.800 -0.22
C -15.991 4.028 18.106 -0.18
C -15.234 2.798 18.689 -0.50
C -14.407 3.115 19.852 -0.07
N -14.527 2.074 17.661 0.06
H -17.919 5.393 16.827 0.09
H -17.427 4.740 15.183 0.05
H -16.360 5.737 16.158 0.07
H -15.417 4.949 18.004 0.12
H -16.809 4.266 18.786 0.12
H -16.045 2.154 19.031 0.13
H -13.851 2.222 20.136 0.09
H -15.194 3.306 20.582 0.09
H -13.806 3.975 19.554 0.09
H -14.898 2.466 16.807 0.05
H -13.623 2.484 17.848 0.06
O -24.114 3.481 13.075 -0.05
C -23.432 4.000 11.964 -0.25
C -23.931 5.373 11.613 -0.32
O -23.712 5.681 10.320 -0.04
H -25.042 3.655 12.903 0.08
H -22.354 3.958 12.118 0.12
H -23.617 3.377 11.089 0.12
H -23.449 6.068 12.300 0.10
H -24.999 5.566 11.714 0.12
H -23.740 6.615 10.098 0.04
O -18.370 5.507 11.899 -0.10
C -19.269 6.174 12.794 -0.18
C -19.905 7.505 12.207 -0.26
O -19.000 8.495 12.257 -0.10
H -17.761 4.980 12.421 0.00
H -20.082 5.472 12.977 0.10
H -18.926 6.319 13.819 0.11
H -20.813 7.806 12.729 0.11
H -20.112 7.405 11.142 0.12
H -18.308 8.239 11.643 0.02
```



Entry from the Open Molecules 2025 dataset: 9 unconnected molecules or ions with the total composition C38H60O16S5 in a non-equilibrium geometry (wB97M-V/def2-TZVPD).

Properties
net charge = +1
E = -127298.56811 eV
spin multiplicity = 2
highest occupied orbital energy (spin up / spin down) = -11.2 / -11.2 eV

Structure (XYZ):
```
119
Properties=species:S:1:pos:R:3:lowdin_charge:R:1
C 27.035 -13.590 24.751 -0.19
C 26.509 -13.174 23.390 -0.18
O 25.093 -13.252 23.484 -0.20
S 24.584 -12.927 25.049 0.79
O 23.813 -14.074 25.573 -0.24
O 24.077 -11.511 24.968 -0.29
O 26.143 -12.978 25.660 -0.22
H 28.098 -13.421 24.918 0.12
H 26.952 -14.675 24.810 0.13
H 26.748 -13.812 22.539 0.15
H 26.797 -12.142 23.195 0.09
O 22.133 -5.378 19.983 -0.29
S 23.306 -5.950 20.672 0.69
O 24.229 -5.057 21.303 -0.29
O 22.671 -7.065 21.767 -0.26
C 22.866 -7.005 23.129 -0.29
C 24.282 -7.470 23.531 -0.05
C 24.228 -7.072 19.553 -0.10
H 22.142 -7.600 23.686 0.12
H 22.738 -5.955 23.394 0.12
H 24.518 -7.144 24.544 0.04
H 25.021 -7.081 22.831 0.07
H 24.326 -8.559 23.555 0.07
H 25.177 -7.392 19.982 0.07
H 24.314 -6.655 18.549 0.07
H 23.626 -7.956 19.342 0.07
O 29.929 -11.959 23.618 -0.28
S 29.246 -10.715 23.475 0.71
O 28.193 -10.780 22.413 -0.32
O 28.513 -10.222 24.928 -0.27
C 28.984 -10.697 26.141 -0.30
C 29.990 -9.720 26.836 -0.03
C 30.405 -9.264 23.137 -0.07
H 29.421 -11.689 26.026 0.11
H 28.075 -10.857 26.722 0.11
H 30.819 -9.437 26.189 0.07
H 30.381 -10.238 27.712 0.08
H 29.484 -8.830 27.209 0.06
H 30.537 -8.966 22.097 0.07
H 31.373 -9.585 23.521 0.06
H 29.919 -8.513 23.761 0.05
O 21.263 -1.259 27.652 -0.28
S 22.391 -1.925 28.286 0.73
O 22.480 -2.268 29.734 -0.33
O 22.604 -3.374 27.435 -0.27
C 23.531 -4.329 27.998 -0.28
C 23.937 -5.504 27.153 -0.07
C 24.002 -1.029 27.897 -0.10
H 22.895 -4.783 28.759 0.12
H 24.374 -3.792 28.431 0.10
H 24.793 -6.017 27.591 0.05
H 24.298 -5.038 26.236 0.09
H 23.079 -6.148 26.961 0.09
H 24.051 -0.926 26.813 0.07
H 24.864 -1.550 28.313 0.03
H 24.065 -0.018 28.299 0.07
O 30.664 -5.062 30.095 -0.30
S 29.396 -4.665 29.373 0.74
O 28.202 -5.469 29.137 -0.35
O 28.917 -3.296 30.255 -0.30
C 27.817 -2.499 29.738 -0.25
C 27.069 -1.751 30.868 -0.04
C 29.832 -3.794 27.764 -0.09
H 27.208 -3.147 29.108 0.10
H 28.350 -1.768 29.131 0.11
H 27.580 -0.880 31.280 0.08
H 26.968 -2.320 31.792 0.06
H 26.076 -1.472 30.515 0.07
H 30.292 -2.852 28.062 0.07
H 28.961 -3.467 27.196 0.07
H 30.587 -4.388 27.248 0.07
C 27.846 -4.971 33.283 -0.04
C 28.413 -5.100 34.572 -0.08
C 28.369 -6.290 35.275 -0.10
C 27.900 -7.430 34.700 -0.10
C 27.390 -7.394 33.392 -0.11
C 27.351 -6.190 32.706 -0.09
H 27.906 -4.106 32.640 0.07
H 28.708 -4.148 34.989 0.10
H 28.730 -6.320 36.292 0.11
H 27.652 -8.342 35.222 0.10
H 26.992 -8.304 32.968 0.08
H 27.062 -6.331 31.675 0.07
C 20.196 -10.163 25.749 -0.11
C 19.095 -9.630 25.088 -0.08
C 18.461 -8.595 25.750 -0.09
C 18.893 -8.077 26.985 -0.08
C 20.035 -8.611 27.563 -0.09
C 20.709 -9.702 26.939 -0.09
H 20.566 -11.077 25.309 0.10
H 18.706 -9.910 24.120 0.11
H 17.554 -8.197 25.318 0.10
H 18.367 -7.304 27.524 0.10
H 20.370 -8.129 28.470 0.09
H 21.603 -10.214 27.262 0.06
C 25.127 -8.557 27.267 0.06
C 24.738 -9.751 27.928 0.04
C 25.356 -10.249 29.047 0.00
C 26.588 -9.696 29.510 0.08
C 26.901 -8.441 28.915 0.02
C 26.264 -7.933 27.804 -0.04
H 24.549 -8.124 26.464 0.10
H 23.899 -10.236 27.451 0.09
H 24.990 -11.121 29.569 0.12
H 27.091 -10.107 30.373 0.13
H 27.695 -7.859 29.360 0.11
H 26.632 -7.045 27.311 0.12
C 21.713 -11.993 29.678 -0.09
C 22.516 -12.624 28.740 -0.13
C 22.849 -13.959 28.831 -0.08
C 22.320 -14.671 29.904 -0.08
C 21.514 -14.053 30.872 -0.09
C 21.200 -12.705 30.804 -0.07
H 21.444 -10.948 29.630 0.09
H 22.901 -12.047 27.912 0.06
H 23.397 -14.596 28.153 0.09
H 22.437 -15.737 30.031 0.10
H 21.080 -14.591 31.702 0.10
H 20.676 -12.147 31.567 0.10
```



Entry from the Open Molecules 2025 dataset: C16H27N3OS in the gas phase (wB97M-V/def2-TZVPD).

Properties
E = -34384.11801 eV
highest occupied orbital energy = -8.2 eV
relative energy (zero: lowest compared OMol25 entry of this formula, charge and spin) = 3.6 kcal/mol
SMILES = CCCSCCCNC(=O)Cn1cc2c(n1)CC[C@H](C)C2

Structure (XYZ):
```
48
Properties=species:S:1:pos:R:3:lowdin_charge:R:1
C -0.236 -3.328 -0.630 -0.11
C -1.642 -2.920 -0.208 -0.32
C -1.643 -1.503 0.340 -0.52
S -3.271 -0.996 0.971 0.87
C -4.173 -0.686 -0.599 -0.45
C -5.124 0.499 -0.474 -0.25
C -4.412 1.848 -0.616 -0.19
N -3.384 2.044 0.380 0.03
C -2.075 1.886 0.093 -0.51
O -1.640 1.761 -1.030 0.07
C -1.175 1.936 1.338 -0.05
N 0.159 1.519 1.035 -0.15
C 1.034 2.105 0.190 0.00
C 2.150 1.299 0.152 -0.15
C 1.844 0.232 1.016 -0.25
N 0.637 0.378 1.537 0.13
C 2.767 -0.906 1.277 -0.12
C 4.179 -0.514 0.837 -0.17
C 4.174 0.081 -0.576 -0.38
C 5.595 0.241 -1.107 -0.08
C 3.446 1.431 -0.570 -0.12
H -0.239 -4.334 -1.044 0.07
H 0.147 -2.644 -1.384 0.07
H 0.434 -3.306 0.226 0.06
H -2.012 -3.602 0.561 0.10
H -2.317 -2.985 -1.066 0.10
H -1.345 -0.780 -0.420 0.07
H -0.964 -1.410 1.189 0.06
H -4.727 -1.594 -0.838 0.07
H -3.424 -0.500 -1.367 0.08
H -5.634 0.449 0.491 0.10
H -5.880 0.433 -1.259 0.11
H -5.143 2.659 -0.537 0.12
H -3.917 1.909 -1.588 0.12
H -3.677 1.989 1.344 0.13
H -1.180 2.961 1.728 0.14
H -1.561 1.253 2.099 0.12
H 0.802 3.021 -0.313 0.13
H 2.746 -1.177 2.334 0.12
H 2.432 -1.778 0.706 0.11
H 4.827 -1.393 0.865 0.11
H 4.586 0.224 1.532 0.13
H 3.627 -0.604 -1.234 0.15
H 6.095 -0.723 -1.167 0.07
H 5.584 0.684 -2.101 0.08
H 6.176 0.887 -0.451 0.08
H 3.281 1.779 -1.593 0.12
H 4.073 2.177 -0.068 0.12
```



Entry from the Open Molecules 2025 dataset: a molecular structure, CFN3O4 in a non-equilibrium geometry (wB97M-V/def2-TZVPD).

Properties
E = -16401.25005 eV
highest occupied orbital energy (spin up / spin down) = -11.3 / -11.9 eV
relative energy (zero: lowest compared OMol25 entry of this formula, charge and spin) = 109.1 kcal/mol

Structure (XYZ):
```
9
Properties=species:S:1:pos:R:3:lowdin_charge:R:1
C -0.064 -0.014 -0.202 0.10
N 1.258 1.152 -0.874 0.19
N -1.300 0.726 -0.118 -0.38
N 0.223 -1.238 0.513 -0.37
O -1.449 1.663 -0.842 0.13
O 1.335 -1.141 1.065 0.09
O -1.890 0.344 0.902 0.10
O -0.544 -2.157 0.396 0.14
F 2.431 0.665 -0.839 -0.01
```